Entry 1:
Here is a molecular structure, C29H26F10N7O2OsSe at a distorted geometry from OMol25. Energies are from ωB97M-V with the def2-TZVPD basis set.

XYZ file:
```
76
Properties=species:S:1:pos:R:3:forces:R:3
Os -0.527674 -0.814242 0.443716 1.4 -1.0 1.5
C -1.261981 -0.242948 3.425649 0.3 -0.2 0.1
N -1.191077 -1.367818 2.464292 -0.4 -0.4 -0.2
C -2.514701 -2.039276 2.375075 0.0 0.5 0.1
C -3.663325 -1.086965 1.856319 0.6 0.0 0.1
N -3.251771 0.127585 1.135317 -0.4 -0.1 0.3
C -3.674757 1.414441 1.490063 0.2 0.0 0.2
C -5.031317 1.689307 1.652544 0.2 0.1 0.1
F -5.914095 0.722894 1.435045 -0.2 -0.2 0.0
C -5.481884 2.941714 2.016712 0.0 0.1 0.0
F -6.780823 3.165831 2.171004 0.0 0.0 0.0
C -4.572567 3.974597 2.186670 0.0 -0.2 0.0
F -4.994909 5.179266 2.516560 -0.1 0.2 0.1
C -3.221769 3.736859 2.014090 0.2 -0.1 0.0
F -2.343200 4.717605 2.186538 0.0 0.0 0.0
C -2.782671 2.464834 1.692742 0.2 -0.2 -0.1
F -1.461543 2.244283 1.566852 -0.6 0.1 0.1
C -0.085952 -2.244475 2.892334 0.1 0.2 0.0
C 1.236169 -1.473607 2.699871 -0.5 0.2 0.0
N 1.159655 -0.666803 1.447363 -0.8 0.0 0.0
C 2.247187 0.181770 1.207797 0.3 0.0 -0.1
C 3.587199 -0.207226 1.266599 0.0 0.2 -0.1
F 3.912620 -1.493890 1.492674 0.0 -0.3 0.1
C 4.639777 0.660717 1.041408 0.1 -0.1 0.0
F 5.893742 0.215619 1.094473 -0.1 0.0 0.0
C 4.387936 1.981208 0.726246 0.1 0.0 0.0
F 5.382940 2.818357 0.490632 0.1 0.1 0.0
C 3.078923 2.412158 0.664262 -0.2 0.2 0.0
F 2.812018 3.684224 0.382178 0.0 0.0 0.0
C 2.041732 1.533306 0.915285 -0.3 0.1 0.0
F 0.798198 2.035197 0.895597 0.5 -0.2 -0.1
H -1.383866 -0.647717 4.435460 0.0 0.0 0.0
H -2.094022 0.392698 3.204250 -0.4 0.3 -0.1
H -0.353951 0.358248 3.376997 -0.1 -0.1 0.0
H -2.801552 -2.415261 3.364051 0.0 0.0 0.0
H -2.413204 -2.891057 1.709348 0.0 0.0 -0.1
H -4.226703 -0.713549 2.706349 0.0 0.0 0.1
H -4.350744 -1.677126 1.256506 0.0 -0.1 -0.1
H -0.108342 -3.133918 2.269038 0.1 -0.1 0.0
H -0.208353 -2.544507 3.939106 0.1 0.0 0.0
H 2.040536 -2.197749 2.673030 0.2 -0.1 -0.1
H 1.440656 -0.816684 3.557982 -0.1 -0.1 -0.2
C -0.952125 1.812948 -2.889549 -0.2 0.1 0.0
C -1.189707 1.003272 -1.652859 0.2 0.0 -0.5
N -0.155336 0.292501 -1.160427 -0.4 0.2 -0.6
O 1.055112 0.453119 -1.824868 0.8 0.3 -0.3
C -2.383702 0.944122 -1.007873 -0.5 0.6 0.2
C -3.743050 1.321154 -1.515090 0.1 -0.1 -0.1
N -2.338101 -0.007124 0.083566 0.2 -0.9 -0.6
O -2.336753 -1.311035 -0.376849 -0.3 0.2 -0.2
H -0.437059 1.216498 -3.640150 0.0 0.0 0.0
H -0.321183 2.675761 -2.664133 0.0 0.0 0.0
H -1.879754 2.187924 -3.311152 0.0 0.0 0.0
H 1.310467 1.380081 -1.679894 0.2 -0.3 0.0
H -3.652772 1.861677 -2.455284 0.0 0.0 0.0
H -4.306708 1.963696 -0.840562 0.0 0.1 0.0
H -4.345946 0.428424 -1.709439 0.0 0.0 0.0
C 0.634723 -2.353082 -3.839314 -0.1 0.1 -0.1
N 1.712832 -2.300833 -2.872440 -0.1 0.1 -0.1
C 1.613674 -2.520372 -1.563320 0.0 0.1 0.0
Se 0.068032 -3.062422 -0.638805 -0.4 0.8 0.8
N 2.813387 -2.320671 -1.009544 0.0 0.0 -0.2
C 3.717017 -1.911553 -1.977658 0.1 0.0 0.0
C 5.064199 -1.570803 -1.923774 0.0 0.0 0.1
C 5.651083 -1.191200 -3.114557 0.1 0.0 0.1
C 4.929585 -1.160388 -4.315067 -0.1 0.0 -0.1
C 3.595386 -1.514247 -4.369838 0.0 0.0 0.0
C 3.003253 -1.892896 -3.169440 0.2 0.0 -0.1
H -0.275730 -2.648999 -3.330785 -0.1 0.0 0.0
H 0.873854 -3.070817 -4.621202 0.0 0.0 0.0
H 0.507714 -1.360949 -4.268475 0.0 0.0 0.0
H 2.998677 -2.435950 -0.030612 0.0 0.0 0.2
H 5.628743 -1.610333 -0.999368 0.0 0.0 -0.1
H 6.698363 -0.915789 -3.124091 -0.1 0.0 0.0
H 5.435858 -0.859739 -5.223797 0.0 0.0 0.0
H 3.043431 -1.499873 -5.301369 0.0 0.0 0.1
```
Positions in Å, forces in eV/Å.

Properties
HOMO energy (spin up / spin down) = -9.38 / -9.37 eV
Charge = +1

Here are the Löwdin charges for atoms 1 to 5, given in e:
1 Os 1.339
2 C -0.031
3 N -0.334
4 C -0.128
5 C -0.077

=====

Entry 2:
Here is a molecular structure, C19H31ClKO4Sb at a distorted geometry from OMol25. Energies are from ωB97M-V with the def2-TZVPD basis set.

XYZ file:
```
57
Properties=species:S:1:pos:R:3:forces:R:3
K 1.732032 -0.066562 2.711896 0.3 -0.5 0.7
C -3.662025 -1.932840 -1.179213 0.1 0.0 -0.2
C -2.775493 -1.413204 -0.047955 -0.4 0.1 0.3
C -3.237793 0.013469 0.288089 0.3 0.0 -0.1
C -2.999792 -2.293458 1.189039 0.2 0.0 -0.1
Sb -0.627778 -1.353012 -0.466625 -0.2 0.4 0.0
C 0.073640 -3.359032 -0.718019 0.5 -0.5 0.2
C 1.389844 -3.361690 -1.501539 -0.1 0.2 -0.1
C -0.928770 -4.263860 -1.422921 -0.1 0.1 0.0
C 0.362540 -3.905552 0.689771 -0.1 0.3 0.0
C -0.298658 0.087069 -2.049155 0.0 0.5 -0.2
C 1.085787 -0.106771 -2.672098 -0.1 -0.3 0.1
C -0.337072 1.482677 -1.395891 -0.1 -0.4 0.2
C -1.362300 0.011697 -3.145269 -0.1 -0.1 0.1
H -4.692362 -1.896629 -0.820602 -0.1 0.0 0.0
H -3.458966 -2.964375 -1.459462 0.1 -0.1 0.0
H -3.616016 -1.322976 -2.082309 0.0 0.0 0.1
H -4.266081 -0.032421 0.647545 -0.1 0.0 0.1
H -3.234487 0.659045 -0.591532 0.0 0.0 0.0
H -2.630124 0.480746 1.063591 0.0 0.0 0.0
H -4.045757 -2.204300 1.484888 -0.1 0.0 0.1
H -2.382760 -1.992096 2.036497 0.0 0.0 0.0
H -2.814535 -3.348676 0.981593 0.0 0.0 0.0
H 1.238520 -3.122750 -2.555950 0.0 0.0 0.0
H 1.805000 -4.369467 -1.457680 0.1 -0.1 0.0
H 2.126135 -2.675522 -1.082974 0.0 0.0 0.0
H -1.203669 -3.898155 -2.412903 0.0 0.0 -0.1
H -1.838016 -4.424127 -0.845871 0.0 0.1 0.0
H -0.455955 -5.238612 -1.555605 0.0 -0.1 0.0
H 1.118019 -3.298328 1.189727 0.0 0.0 0.0
H 0.745929 -4.922124 0.592262 0.0 -0.1 0.0
H -0.526222 -3.942625 1.323021 0.0 0.0 0.0
H 1.875612 -0.133762 -1.920683 0.0 0.0 0.0
H 1.274784 0.743197 -3.327940 0.0 0.1 -0.1
H 1.145781 -1.008751 -3.285001 0.0 0.0 0.1
H 0.413036 1.564179 -0.610834 0.0 0.0 0.0
H -1.312834 1.724692 -0.970927 0.0 0.0 0.0
H -0.122127 2.222447 -2.166479 0.1 0.1 -0.1
H -1.428238 -0.975753 -3.605616 0.0 -0.1 0.0
H -1.093197 0.717668 -3.931809 0.0 0.1 -0.1
H -2.353759 0.291443 -2.787089 0.0 0.0 0.0
Cl 3.113416 8.092959 1.538753 0.0 0.1 0.0
C 3.003102 6.427591 2.043481 0.0 0.1 0.0
C 3.410118 6.074815 3.318493 0.0 0.0 -0.1
C 3.313049 4.749949 3.710047 -0.1 -0.1 0.1
C 2.828224 3.779809 2.842294 -0.1 -0.1 0.0
C 2.433420 4.163544 1.566899 0.0 0.0 0.0
C 2.511346 5.486728 1.160029 0.0 -0.1 0.0
C 2.730408 2.322222 3.281515 0.5 1.2 0.1
O 1.788754 2.023510 4.042926 -0.4 0.1 0.3
O 3.609788 1.560832 2.829367 0.2 -0.2 -0.3
H 3.790412 6.827381 3.992391 0.0 0.1 0.0
H 3.611491 4.465422 4.709715 0.0 0.0 0.0
H 2.062643 3.425400 0.866849 0.0 -0.1 0.0
H 2.197914 5.784235 0.168094 0.0 0.0 0.0
O 1.085509 -0.674070 0.460315 -0.1 -0.4 -0.5
O -0.171468 -0.681227 1.340865 -0.6 -0.3 -0.6
```
Positions in Å, forces in eV/Å.

Properties
HOMO energy = -7.79 eV
Charge = 0

Here are the Löwdin charges for atoms 1 to 5, given in e:
1 K 1.010
2 C -0.100
3 C -0.638
4 C -0.107
5 C -0.107

=====

Entry 3:
Here is 2 unconnected molecules or ions with the total composition C6H12O at a distorted geometry from OMol25. Energies are from ωB97M-V with the def2-TZVPD basis set.

XYZ file:
```
19
Properties=species:S:1:pos:R:3:forces:R:3
C 0.689916 0.933328 -1.502846 -2.7 2.3 -3.2
C 0.404547 -0.100547 -0.489396 2.6 -2.0 1.5
C 1.725577 -0.517847 -0.899033 -1.6 -1.4 0.7
C -0.043004 -0.811106 1.890367 0.2 2.7 -2.9
C -0.137143 0.157540 0.824634 -1.1 -1.4 1.0
C -1.075914 1.417898 0.957881 3.9 -0.5 1.8
H 0.517691 0.627434 -2.540416 0.5 -0.1 0.0
H -0.222355 1.548403 -1.455831 -0.2 0.4 0.2
H 1.449503 1.718170 -1.458397 0.6 -0.3 0.3
H 2.718867 -0.293983 -0.482486 -0.4 -0.4 0.6
H 1.724039 -1.144849 -1.836540 0.4 1.4 0.7
H -0.074998 -0.577672 2.967758 -0.7 -0.3 -0.9
H 0.158258 -1.781829 1.470907 0.9 -0.4 0.7
H -1.123335 1.355999 2.050718 -0.8 0.9 -0.1
H -0.351821 2.219976 0.701742 -0.9 0.3 0.2
H -2.032385 1.585906 0.490498 -0.1 -0.8 -0.4
H -1.640338 -2.318355 0.485475 -0.5 0.2 -1.0
H -0.942242 -1.868732 -0.697742 5.3 2.2 -1.8
O -1.744863 -2.149734 -0.477295 -5.3 -2.5 2.6
```
Positions in Å, forces in eV/Å.

Properties
HOMO energy = -7.11 eV
Charge = 0

Here are the Löwdin charges for atoms 1 to 5, given in e:
1 C -0.170
2 C -0.345
3 C 0.103
4 C 0.031
5 C -0.305

=====

Entry 4:
Here is a molecular structure, C40H45F5HgN5O2S2 at a distorted geometry from OMol25. Energies are from ωB97M-V with the def2-TZVPD basis set.

XYZ file:
```
100
Properties=species:S:1:pos:R:3:forces:R:3
Hg 0.871275 -1.015412 -1.019494 0.8 -0.8 0.7
C -4.637478 -5.472779 1.335434 0.0 0.1 -0.1
C -3.945650 -4.583576 0.306921 0.1 0.0 0.1
C -2.449332 -4.893569 0.250751 -0.2 0.0 0.0
N -1.734016 -3.927259 -0.555642 0.3 -0.1 -0.1
C -1.110536 -4.116814 -1.731889 -0.3 -0.5 0.2
S -0.841001 -2.781002 -2.746483 0.3 0.6 -0.3
N -0.748836 -5.349644 -2.158711 -0.1 0.4 0.1
C -0.448062 -6.572941 -1.490034 0.3 -0.3 0.8
O -0.687662 -7.632394 -2.120854 -0.2 0.0 -0.1
C 0.149431 -6.524118 -0.175363 -0.2 0.1 -0.8
C 0.143193 -7.707161 0.602902 0.1 -0.2 0.2
C 0.661315 -7.716765 1.880662 -0.1 0.1 -0.1
C 1.209770 -6.557906 2.435247 0.1 0.0 0.2
C 1.283200 -5.400042 1.658379 -0.1 0.0 -0.1
C 0.779938 -5.379615 0.373087 0.0 0.1 0.2
H -5.710013 -5.274050 1.370281 0.0 0.0 0.0
H -4.226154 -5.294569 2.330853 0.0 0.0 0.0
H -4.490494 -6.528193 1.098248 0.0 0.0 0.0
H -4.084857 -3.534309 0.576954 0.0 0.0 -0.1
H -4.385486 -4.732483 -0.682396 0.0 0.1 0.0
H -2.307934 -5.885793 -0.167975 0.1 0.0 0.1
H -2.038889 -4.892423 1.265490 0.1 -0.1 0.0
H -1.810679 -2.958446 -0.278986 0.0 0.1 0.0
H -0.659357 -5.415574 -3.162292 0.2 0.1 0.0
H -0.289528 -8.599972 0.169296 0.0 0.0 0.0
H 0.631806 -8.630792 2.465551 0.0 0.0 0.0
H 1.596639 -6.565067 3.447500 0.0 0.0 0.0
H 1.734046 -4.500164 2.057840 0.0 0.0 0.0
H 0.899706 -4.479192 -0.213539 0.0 0.0 0.0
F 3.793385 -1.070875 -3.246227 0.0 0.2 0.0
C 4.143464 -1.337578 -1.963769 -0.3 -0.2 0.0
C 3.192450 -1.780606 -1.066825 -0.4 0.5 -0.2
C 3.687431 -2.045532 0.196855 -0.3 -0.3 -0.2
F 2.848373 -2.488073 1.158739 0.1 0.1 0.1
C 5.010974 -1.886604 0.568885 0.0 -0.1 0.0
F 5.433458 -2.180443 1.812144 0.0 0.0 0.0
C 5.917559 -1.419208 -0.364694 -0.1 0.0 0.0
F 7.209979 -1.247287 -0.038202 0.0 0.0 0.0
C 5.477756 -1.144284 -1.644877 0.0 0.0 -0.2
F 6.360415 -0.700944 -2.566675 0.0 0.0 0.1
C 2.636029 1.356388 0.201661 0.0 0.2 0.1
C 1.916995 1.706679 1.507904 0.0 -0.3 0.0
C 2.373692 0.750406 2.618420 0.1 0.0 0.0
C 0.394634 1.775068 1.516308 -0.1 0.4 0.0
C -0.114778 2.936153 2.087688 0.0 -0.1 0.1
C -1.451729 3.111580 2.408022 0.0 -0.2 0.5
C -2.302161 2.027156 2.218159 0.0 0.0 0.0
C -1.869311 0.841849 1.657287 -0.1 0.2 0.1
C -2.898161 -0.272081 1.529902 0.3 0.0 -0.2
C -3.223144 -0.543147 0.055844 -0.1 0.0 0.1
C -2.479815 -1.537463 2.286621 -0.1 0.1 0.0
C -0.492953 0.671886 1.201137 -0.1 -0.3 -0.1
N -0.177984 -0.514826 0.673762 -0.1 0.0 -0.3
H 3.619005 1.838022 0.164878 0.0 0.0 0.0
H 2.066237 1.664437 -0.675595 0.1 -0.2 0.0
H 2.804247 0.287867 0.126971 0.0 0.1 0.0
H 2.259652 2.710685 1.784552 -0.1 0.0 0.0
H 1.970489 -0.246580 2.433240 0.0 0.0 0.0
H 2.011020 1.097127 3.588285 0.0 0.0 0.0
H 3.466000 0.682796 2.660441 0.0 0.0 0.0
H 0.578278 3.743762 2.321459 0.1 0.0 -0.1
H -1.814630 4.048549 2.816763 -0.1 -0.4 0.1
H -3.344896 2.116619 2.515208 0.0 0.0 0.0
H -3.819888 0.098488 1.996950 0.1 0.0 0.0
H -2.332226 -0.879568 -0.471680 0.0 0.0 0.0
H -3.559414 0.382278 -0.418308 0.0 0.0 0.0
H -4.019667 -1.286917 -0.052573 0.0 0.0 0.0
H -1.566671 -1.940463 1.850818 0.0 0.0 0.0
H -3.273083 -2.292266 2.264367 0.0 0.0 0.0
H -2.273135 -1.292840 3.331511 0.0 0.0 0.0
C 2.817439 6.342796 -3.632966 -0.1 -0.1 0.1
C 2.418864 5.029379 -2.967854 -0.1 0.1 0.0
C 1.192468 5.180758 -2.071090 0.0 0.0 0.1
N 0.764275 3.891493 -1.532453 -0.3 0.2 -0.1
C -0.130640 3.103650 -2.199124 0.5 -0.6 0.0
S 0.260732 1.575712 -2.727790 -0.2 0.2 0.0
N -1.384424 3.588372 -2.505456 0.0 0.2 0.0
C -2.092129 4.772256 -2.274839 0.0 -0.3 -0.3
O -2.934889 5.077697 -3.096777 -0.1 0.1 0.1
C -1.851032 5.580178 -1.063624 0.1 0.4 0.8
C -2.150427 6.944218 -1.126284 0.0 -0.2 -0.3
C -1.945152 7.763827 -0.034514 0.0 0.1 0.1
C -1.440744 7.231019 1.146461 0.0 -0.1 -0.2
C -1.200730 5.867147 1.235521 0.2 0.4 0.2
C -1.415747 5.038548 0.148672 -0.2 0.0 -0.7
H 3.726913 6.209408 -4.218554 0.0 0.1 0.0
H 2.999518 7.115981 -2.883424 0.0 0.0 0.0
H 2.027173 6.694466 -4.298567 0.0 0.0 0.0
H 3.251663 4.653572 -2.366925 0.0 -0.1 0.0
H 2.202837 4.275936 -3.728882 0.0 0.0 0.0
H 0.370065 5.612392 -2.639809 0.0 0.1 0.0
H 1.410596 5.848882 -1.231821 -0.1 0.1 -0.1
H 1.536146 3.340253 -1.183593 0.0 -0.1 -0.1
H -1.851215 2.998282 -3.180825 0.0 0.0 0.0
H -2.541298 7.337492 -2.055931 0.0 0.0 0.0
H -2.173814 8.820549 -0.099425 0.0 0.0 0.0
H -1.253810 7.875201 1.996518 0.0 0.0 0.0
H -0.846206 5.439484 2.164158 0.0 0.2 -0.2
H -1.278663 3.972865 0.262105 0.1 0.1 -0.1
```
Positions in Å, forces in eV/Å.

Properties
HOMO energy (spin up / spin down) = 0.38 / -1.16 eV
2S+1 = 2
Charge = -2

Here are the Löwdin charges for atoms 1 to 5, given in e:
1 Hg 0.890
2 C -0.118
3 C -0.240
4 C -0.187
5 N 0.022

=====

In the order shown, the computed relative energy (zero: lowest compared OMol25 entry of this formula, charge and spin) values come out to 61.18, 0.00, 159.87, 36.50 kcal/mol.
In the order shown, the computed energy values come out to -5144.81742, -2343.82478, -310.80450, -3424.57262 Ha.